Entry 1:
The following is a quantum chemistry calculation of a structure of composition C27H27ErN5O9P2S at a distorted geometry, from the OMol25 dataset.

## Properties
2S+1	4
total charge	+1
orbital gap (alpha / beta)	7.781 / 7.784	eV
relative energy (zero: lowest compared OMol25 entry of this formula, charge and spin)	0.00	kcal/mol

Cartesian coordinates (Å):
Er: -0.479 0.341 -0.642
C: 0.271 -3.547 -3.571
O: -1.138 -3.351 -3.270
C: -1.195 -2.298 -2.465
N: -0.113 -1.721 -2.117
C: 1.003 -2.542 -2.649
C: 1.764 -3.198 -1.514
C: 3.151 -3.201 -1.512
C: 3.855 -3.777 -0.463
C: 3.173 -4.359 0.594
C: 1.784 -4.382 0.588
C: 1.083 -3.806 -0.462
C: -2.487 -1.938 -1.846
C: -3.749 -2.212 -2.336
C: -4.837 -1.846 -1.555
C: -4.637 -1.251 -0.316
C: -3.331 -1.025 0.079
N: -2.290 -1.359 -0.670
C: -2.907 -0.449 1.371
N: -1.692 -0.113 1.583
C: -1.609 0.303 3.018
C: -3.066 0.145 3.506
O: -3.786 -0.370 2.357
C: -1.051 1.693 3.225
C: 0.207 1.854 3.793
C: 0.722 3.128 4.010
C: -0.009 4.247 3.631
C: -1.259 4.089 3.047
C: -1.779 2.818 2.853
H: 0.415 -3.349 -4.629
H: 0.525 -4.579 -3.347
H: 1.682 -1.913 -3.222
H: 3.686 -2.755 -2.344
H: 4.938 -3.768 -0.472
H: 3.720 -4.795 1.421
H: 1.242 -4.851 1.401
H: -0.002 -3.828 -0.450
H: -3.876 -2.696 -3.295
H: -5.844 -2.035 -1.905
H: -5.459 -0.968 0.328
H: -0.957 -0.409 3.520
H: -3.522 1.082 3.805
H: -3.170 -0.577 4.310
H: 0.784 0.979 4.072
H: 1.685 3.243 4.494
H: 0.388 5.240 3.800
H: -1.831 4.958 2.746
H: -2.757 2.710 2.392
O: -0.217 2.577 0.106
P: 0.318 2.883 -1.434
O: 1.149 4.068 -1.538
O: 0.799 1.502 -1.867
O: -1.147 3.071 -2.183
P: -2.232 1.879 -2.067
O: -3.517 2.435 -2.776
O: -1.685 0.623 -2.665
O: -2.463 1.673 -0.578
H: -1.197 2.421 -0.062
H: -3.438 2.468 -3.743
C: 4.144 0.274 -1.319
N: 3.757 1.321 -0.389
C: 4.307 2.592 -0.323
C: 3.603 3.284 0.590
N: 2.633 2.422 1.061
C: 2.724 1.224 0.465
S: 1.786 -0.179 0.805
H: 4.835 0.692 -2.046
H: 3.257 -0.090 -1.829
H: 4.614 -0.550 -0.787
H: 5.137 2.897 -0.938
H: 3.678 4.309 0.907
H: 1.911 2.644 1.727

---

Entry 2:
The following is a quantum chemistry calculation of an isolated molecule of C8H14ClN at a distorted geometry, from the OMol25 dataset.

## Properties
orbital gap	9.524	eV
relative energy (zero: lowest compared OMol25 entry of this formula, charge and spin)	50.97	kcal/mol

Cartesian coordinates (Å):
C: 1.254 -1.281 0.082
C: 1.965 -2.045 -0.721
C: 1.737 -0.480 1.179
C: 1.494 0.989 0.957
C: -0.039 1.345 1.091
C: -0.807 -0.739 -0.156
C: -1.292 -1.390 -1.410
C: -2.074 1.444 -0.068
N: -0.775 0.644 -0.059
Cl: -1.661 -1.528 1.240
H: 1.817 -2.742 -1.578
H: 3.024 -2.096 -0.616
H: 1.221 -0.807 2.020
H: 2.876 -0.666 1.275
H: 2.040 1.662 1.473
H: 1.684 1.154 -0.111
H: -0.362 0.910 2.148
H: -0.093 2.399 1.110
H: -0.838 -0.903 -2.211
H: -2.338 -1.157 -1.497
H: -1.037 -2.462 -1.453
H: -2.784 1.293 -0.817
H: -2.594 1.268 0.871
H: -1.719 2.512 -0.140

---

Entry 3:
The following is a quantum chemistry calculation of a structure of composition C20H50NO2P2Si4SnTe at a distorted geometry, from the OMol25 dataset.

## Properties
total charge	+3
orbital gap (alpha / beta)	4.347 / 4.544	eV
relative energy (zero: lowest compared OMol25 entry of this formula, charge and spin)	59.26	kcal/mol

Cartesian coordinates (Å):
Sn: -0.156 0.976 0.149
P: 2.231 0.830 -0.805
C: 2.335 -0.088 -2.400
C: 1.076 -0.900 -2.701
N: 0.019 -0.862 -1.869
C: -0.894 -1.846 -1.958
C: -0.869 -2.780 -3.006
C: 0.118 -2.679 -3.961
C: 1.099 -1.717 -3.838
C: -1.957 -2.002 -0.879
P: -2.447 -0.427 -0.039
H: 1.907 -1.562 -4.556
H: -1.632 -3.556 -3.006
H: 0.120 -3.374 -4.806
H: -2.874 -2.404 -1.337
H: -1.631 -2.715 -0.100
H: 2.529 0.612 -3.191
H: 3.216 -0.754 -2.281
H: -0.225 3.826 -4.501
O: -0.121 4.293 -5.333
H: -0.053 3.599 -6.022
H: -0.302 2.438 1.129
O: -1.424 2.094 -0.989
H: -1.747 2.932 -0.639
C: -3.749 0.167 -1.186
H: -4.421 -0.659 -1.470
H: -4.334 0.956 -0.697
H: -3.294 0.595 -2.091
C: -3.414 -0.963 1.399
H: -3.658 -0.087 2.009
H: -4.352 -1.434 1.084
H: -2.853 -1.662 2.022
C: 3.388 -0.167 0.179
H: 4.408 0.015 -0.193
H: 3.296 0.135 1.235
H: 3.147 -1.232 0.069
C: 2.984 2.437 -1.140
H: 3.047 2.981 -0.186
H: 3.990 2.293 -1.563
H: 2.346 2.992 -1.845
C: -2.581 -1.112 5.406
Si: -0.735 -1.458 5.529
C: -0.182 -1.323 7.320
C: -0.357 -3.202 4.935
Si: 0.375 0.100 4.159
Te: 0.202 -1.154 2.020
Si: -0.508 2.198 4.708
C: -0.612 2.304 6.587
C: 0.589 3.592 4.084
C: -2.222 2.346 3.948
Si: 2.632 0.205 4.802
C: 2.799 0.717 6.603
C: 3.369 -1.505 4.551
C: 3.519 1.469 3.726
H: -3.100 -1.948 5.897
H: -2.944 -1.049 4.372
H: -2.866 -0.187 5.924
H: -0.776 -2.057 7.883
H: 0.877 -1.574 7.449
H: -0.361 -0.334 7.758
H: -0.583 -3.349 3.873
H: 0.694 -3.474 5.099
H: -0.984 -3.896 5.514
H: 0.370 2.267 7.075
H: -1.070 3.278 6.818
H: -1.240 1.522 7.032
H: 0.779 3.518 3.008
H: 0.057 4.536 4.280
H: 1.555 3.634 4.604
H: -2.202 2.196 2.860
H: -2.939 1.642 4.389
H: -2.576 3.369 4.154
H: 2.285 0.046 7.300
H: 3.874 0.689 6.835
H: 2.443 1.739 6.786
H: 3.239 -1.869 3.524
H: 4.447 -1.436 4.760
H: 2.934 -2.248 5.232
H: 3.205 1.456 2.676
H: 3.380 2.491 4.102
H: 4.593 1.237 3.766

---

Entry 4:
The following is a quantum chemistry calculation of a structure of composition C9H28AgF2N2O11S2 at a distorted geometry, from the OMol25 dataset.

## Properties
total charge	-1
orbital gap	2.987	eV
relative energy (zero: lowest compared OMol25 entry of this formula, charge and spin)	215.23	kcal/mol

Cartesian coordinates (Å):
N: -0.160 -0.202 -0.009
H: -0.939 -0.737 -0.367
H: 0.600 -0.862 0.060
H: -0.403 0.020 0.946
H: 0.159 0.515 -0.646
Ag: 3.057 -0.544 4.234
N: 3.193 -3.680 0.980
S: 4.237 -4.283 -0.044
O: 3.648 -5.007 -1.139
O: 5.539 -4.639 0.426
F: 4.653 -2.906 -0.624
S: 2.659 -5.209 1.434
O: 3.611 -6.256 1.879
O: 1.426 -5.676 0.899
F: 2.090 -4.668 2.813
C: -0.748 2.002 5.416
O: -1.527 2.577 6.214
O: 0.422 2.369 5.577
O: -0.984 0.907 4.878
C: -6.606 -4.451 0.131
C: -5.180 -4.390 0.598
O: -4.477 -3.756 -0.419
H: -7.296 -4.833 0.884
H: -6.712 -5.026 -0.789
H: -6.981 -3.457 -0.110
H: -4.696 -5.365 0.656
H: -4.976 -3.909 1.555
H: -4.484 -4.362 -1.163
C: 7.643 2.823 0.883
C: 6.300 3.268 0.261
O: 5.183 3.072 1.081
H: 7.736 1.739 0.948
H: 7.735 3.156 1.917
H: 8.507 3.143 0.300
H: 6.172 2.729 -0.678
H: 6.271 4.342 0.076
H: 5.195 3.847 1.648
C: -0.847 0.138 -6.408
C: -0.101 1.218 -5.582
O: 0.977 0.741 -4.851
H: -1.540 -0.447 -5.804
H: -0.154 -0.603 -6.808
H: -1.448 0.581 -7.202
H: -0.661 1.960 -5.012
H: 0.369 1.831 -6.351
H: 1.742 0.752 -5.430
C: -3.846 4.594 0.547
C: -4.743 4.430 1.737
O: -4.483 5.387 2.735
H: -3.970 5.627 0.222
H: -4.103 3.970 -0.309
H: -2.810 4.467 0.861
H: -4.710 3.435 2.181
H: -5.802 4.571 1.525
H: -3.739 5.057 3.244

---

Entry 5:
The following is a quantum chemistry calculation of an isolated molecule of C5H8N2 at a distorted geometry, from the OMol25 dataset.

## Properties
orbital gap	7.758	eV
relative energy (zero: lowest compared OMol25 entry of this formula, charge and spin)	69.47	kcal/mol

Cartesian coordinates (Å):
C: 2.168 0.226 -0.058
N: 0.742 -0.023 0.125
C: 0.230 -1.247 0.191
C: -1.192 -1.090 -0.028
C: -1.529 0.366 0.230
N: -2.747 0.770 0.285
C: -0.217 0.954 0.038
H: 2.737 -0.630 0.314
H: 2.386 0.358 -1.122
H: 2.465 1.125 0.485
H: 0.846 -2.131 0.299
H: -1.886 -1.898 0.206
H: -1.282 -0.549 -1.075
H: -2.777 1.779 0.156
H: 0.056 1.991 -0.046

---

Entry 6:
The following is a quantum chemistry calculation of the ion C8H16BIN2O2P with charge -1 at a distorted geometry, from the OMol25 dataset.

## Properties
total charge	-1
orbital gap	5.707	eV
relative energy (zero: lowest compared OMol25 entry of this formula, charge and spin)	46.62	kcal/mol

Cartesian coordinates (Å):
C: 4.096 1.618 -0.317
P: 3.112 0.119 -0.912
C: 3.872 -1.330 0.077
B: 1.287 0.395 -0.244
O: 0.418 1.136 -1.219
C: -0.810 0.415 -1.120
C: -2.128 1.112 -1.644
C: -3.136 1.566 -0.540
N: -3.015 2.765 -0.057
C: -0.818 -0.424 0.233
I: -0.981 0.609 2.157
C: -1.569 -1.828 0.260
C: -2.570 -1.998 1.463
N: -2.349 -2.773 2.467
O: 0.577 -0.814 0.236
H: 5.171 1.612 -0.665
H: 4.137 1.612 0.818
H: 3.656 2.600 -0.628
H: 5.000 -1.276 0.059
H: 3.549 -2.259 -0.460
H: 3.464 -1.285 1.120
H: 1.492 1.261 0.583
H: -0.657 -0.406 -1.898
H: -2.686 0.497 -2.405
H: -1.808 2.049 -2.181
H: -3.978 0.941 -0.144
H: -3.752 2.905 0.652
H: -0.767 -2.598 0.439
H: -2.123 -2.058 -0.690
H: -3.546 -1.439 1.435
H: -3.136 -2.726 3.126

---

Entry 7:
The following is a quantum chemistry calculation of a structure of composition C4H6CdO3 at a distorted geometry, from the OMol25 dataset.

## Properties
total charge	+2
orbital gap	4.677	eV
relative energy (zero: lowest compared OMol25 entry of this formula, charge and spin)	2.66	kcal/mol

Cartesian coordinates (Å):
C: -0.842 -0.941 1.876
C: -1.164 -0.201 0.823
O: -1.714 -1.314 2.806
H: -0.126 -1.702 1.424
H: -2.158 0.175 0.586
H: -1.383 -2.058 3.321
O: -0.110 0.104 -0.134
C: -0.338 0.630 -1.274
O: 0.721 1.049 -1.891
Cd: -2.005 1.635 -2.172
C: 2.045 0.711 -1.417
H: 2.204 1.159 -0.431
H: 2.142 -0.378 -1.359
H: 2.729 1.130 -2.157

---

Entry 8:
The following is a quantum chemistry calculation of an isolated molecule of C3H3NS at a distorted geometry, from the OMol25 dataset.

## Properties
orbital gap	10.353	eV
SMILES string	N#C[C@@H]1CS1
relative energy (zero: lowest compared OMol25 entry of this formula, charge and spin)	13.23	kcal/mol

Cartesian coordinates (Å):
N: -0.485 -2.710 -1.595
C: -0.253 -1.600 -1.375
C: -0.032 -0.289 -1.019
C: -0.478 -0.055 0.332
S: -1.516 0.694 -0.972
H: 0.739 0.133 -1.599
H: -0.624 -0.987 0.807
H: 0.101 0.595 0.915

---

Entry 9:
The following is a quantum chemistry calculation of a cluster of 2 separate species, FH2O2P in total at a distorted geometry, from the OMol25 dataset.

## Properties
orbital gap (alpha / beta)	8.593 / 9.133	eV
relative energy (zero: lowest compared OMol25 entry of this formula, charge and spin)	222.62	kcal/mol

Cartesian coordinates (Å):
O: 0.307 0.199 2.969
O: 0.815 0.299 1.258
F: -1.034 0.018 3.158
P: 0.670 -0.751 0.230
H: 1.244 -1.968 0.495
H: -0.570 -1.263 0.396

---

Entry 10:
The following is a quantum chemistry calculation of a cluster of 2 separate species, CH3O4P in total at a distorted geometry, from the OMol25 dataset.

## Properties
total charge	-2
orbital gap	6.896	eV
relative energy (zero: lowest compared OMol25 entry of this formula, charge and spin)	15.06	kcal/mol

Cartesian coordinates (Å):
C: 0.441 -0.736 -0.886
O: 1.898 0.399 -2.970
O: 2.612 1.609 -0.834
O: 1.385 2.867 -2.687
O: -0.218 0.401 -1.082
P: 1.750 1.564 -2.025
H: 1.525 -0.460 -0.669
H: 0.490 -1.508 -1.633
H: -0.052 -1.184 0.073

---

Entry 11:
The following is a quantum chemistry calculation of a structure of composition C3H4OS at a distorted geometry, from the OMol25 dataset.

## Properties
2S+1	3
orbital gap (alpha / beta)	7.802 / 5.470	eV
relative energy (zero: lowest compared OMol25 entry of this formula, charge and spin)	65.21	kcal/mol

Cartesian coordinates (Å):
C: -1.196 -0.418 -0.096
C: -0.661 0.889 -0.486
C: 0.096 -0.014 0.433
O: -2.036 -1.298 -0.092
S: 2.086 -0.873 -0.275
H: -0.321 1.031 -1.471
H: -1.310 1.672 -0.235
H: 0.475 0.154 1.397
H: 2.868 -1.142 0.826

---

Entry 12:
The following is a quantum chemistry calculation of an isolated molecule of C5H11FNO3P at a distorted geometry, from the OMol25 dataset.

## Properties
2S+1	3
orbital gap (alpha / beta)	6.758 / 5.384	eV

Cartesian coordinates (Å):
C: -1.044 0.823 0.067
C: 2.432 1.476 -0.529
C: -0.141 -1.111 -1.763
C: 0.753 -0.757 2.127
C: 0.419 0.354 -0.039
N: -1.859 0.064 0.726
O: 1.219 1.466 0.197
O: 0.638 -0.077 -1.345
O: 0.751 -0.852 0.657
F: -3.873 -1.433 0.242
P: -3.553 0.081 0.866
H: -1.271 1.831 -0.317
H: 2.942 2.429 -0.216
H: 2.367 1.496 -1.612
H: 3.120 0.575 -0.349
H: -0.271 -1.902 -0.934
H: 0.339 -1.560 -2.705
H: -1.155 -1.013 -2.084
H: 1.520 -0.166 2.659
H: 0.897 -1.894 2.170
H: -0.295 -0.616 2.524
H: -3.934 0.784 -0.343